A structure of composition C22H21BrN7O4W, computed with ωB97M-V/def2-TZVPD.

Geometry as XYZ:
```
56
Properties=species:S:1:pos:R:3:mulliken_charge:R:1
W -0.676 -0.566 -0.537 1.2652
O 3.049 -1.410 -3.023 -0.6730
C 3.488 -0.143 -3.053 0.7041
C 4.635 0.116 -3.794 -0.7483
C 5.132 1.399 -3.860 -0.2969
C 4.507 2.471 -3.195 -0.8374
C 3.380 2.238 -2.466 -0.6390
C 2.833 0.925 -2.378 0.3941
C 1.663 0.730 -1.611 0.7367
O 1.098 -0.470 -1.464 -0.5084
N 0.984 1.758 -1.050 -1.2686
N 0.013 1.223 -0.372 0.9433
C -1.311 1.557 -0.207 -0.3915
C -1.848 1.269 1.147 0.4502
C -2.540 2.031 2.057 -0.8682
C -2.842 1.430 3.277 -0.1734
C -2.445 0.122 3.536 -0.9109
C -1.771 -0.587 2.560 0.0414
N -1.511 -0.014 1.379 -0.1492
H 2.284 -1.476 -2.437 0.3184
H 5.123 -0.705 -4.301 0.5013
H 6.030 1.585 -4.436 0.4316
H 4.925 3.464 -3.259 0.4581
H 2.884 3.040 -1.937 0.4951
H -1.744 2.260 -0.910 0.6047
H -2.813 3.054 1.840 0.5275
H -3.373 1.989 4.036 0.4680
H -2.659 -0.344 4.487 0.4428
H -1.443 -1.607 2.706 0.5037
O -3.768 0.137 -5.897 -0.4530
C -2.996 0.001 -4.849 0.8894
C -1.625 0.307 -4.818 -0.7497
C -0.923 0.126 -3.658 -0.3725
N -1.502 -0.344 -2.524 -0.2398
C -2.815 -0.633 -2.589 0.3661
Br -3.417 -1.251 -0.900 0.0570
C -3.611 -0.494 -3.678 -0.4786
H -3.317 0.489 -6.680 0.3526
H -1.119 0.684 -5.697 0.4156
H 0.134 0.348 -3.609 0.4418
H -4.666 -0.734 -3.670 0.5472
C 0.742 -6.295 -0.048 -1.0761
N 0.509 -4.848 -0.011 0.0085
C 1.172 -3.930 0.909 -0.1929
C 0.510 -2.653 0.502 0.2235
O 0.634 -1.479 0.919 -0.6915
N -0.360 -2.840 -0.498 -0.1911
C -0.338 -4.187 -0.785 0.2261
N -1.086 -4.739 -1.718 -0.2773
H 1.478 -6.544 0.710 0.4109
H 1.136 -6.591 -1.020 0.3889
H -0.179 -6.834 0.176 0.3946
H 2.252 -3.890 0.748 0.3858
H 0.981 -4.179 1.955 0.3816
H -1.716 -4.177 -2.264 0.1728
H -1.054 -5.730 -1.907 0.2390
```

Values from the calculation:
* relative energy (zero: lowest compared OMol25 entry of this formula, charge and spin): 8.5 kcal/mol
* orbital gap (alpha / beta): 5.780 / 6.079 eV
* net charge: +3
* E_LUMO (alpha / beta): -10.3 / -10.1 eV
* F_max: 0.0190 hartree/bohr

=====

The molecule C22H21FN4O in a non-equilibrium geometry, computed with ωB97M-V/def2-TZVPD.

Geometry as XYZ:
```
49
Properties=species:S:1:pos:R:3:mulliken_charge:R:1
C -2.668 0.683 -0.423 -1.3960
C -2.467 1.674 0.683 1.1110
C -2.964 3.018 0.624 -0.7314
N -2.946 3.851 1.593 -0.6636
C -2.449 3.430 2.772 -0.5421
C -1.964 2.101 2.928 -0.7466
C -1.914 1.284 1.866 0.6493
C -1.325 -0.026 2.049 0.0644
N -1.873 -0.816 2.954 -0.6702
C -1.085 -1.972 2.969 1.1677
C -1.348 -3.141 3.936 -1.6427
C -0.204 -1.978 1.948 -0.0673
C 0.789 -2.924 1.440 0.6290
C 0.676 -4.396 1.779 -1.3318
N 1.650 -2.612 0.506 -0.6674
C 1.548 -1.386 -0.233 -0.0817
C 2.533 -1.012 -1.208 -0.1198
F 3.414 -1.877 -1.655 -0.2880
C 2.521 0.302 -1.622 -0.2411
C 1.632 1.277 -1.147 -0.3596
O 1.691 2.547 -1.705 -0.4689
C 2.652 3.526 -1.202 -0.9982
C 3.890 3.500 -1.958 0.2181
C 5.101 4.380 -1.461 -0.6711
C 5.168 2.790 -1.451 -0.6547
C 0.637 0.862 -0.392 -0.5147
C 0.547 -0.459 0.146 1.0565
N -0.265 -0.721 1.339 0.1183
H -3.519 0.998 -1.075 0.4791
H -3.044 -0.240 -0.097 0.3707
H -1.791 0.589 -1.069 0.2674
H -3.546 3.281 -0.212 0.4579
H -2.428 4.132 3.604 0.3916
H -1.643 1.633 3.835 0.5484
H -2.063 -2.772 4.596 0.4397
H -1.828 -3.978 3.426 0.3264
H -0.474 -3.499 4.423 0.3910
H 0.713 -4.555 2.896 0.2518
H -0.236 -4.859 1.484 0.3413
H 1.470 -4.966 1.279 0.3618
H 3.373 0.608 -2.187 0.5243
H 2.724 3.683 -0.158 0.4264
H 2.319 4.506 -1.412 0.3767
H 3.819 3.329 -3.064 0.3697
H 5.656 5.082 -2.271 0.2187
H 4.788 4.947 -0.561 0.2701
H 4.874 2.266 -0.476 0.2545
H 5.831 2.357 -2.160 0.3255
H -0.044 1.487 0.049 0.4497
```

Values from the calculation:
* relative energy (zero: lowest compared OMol25 entry of this formula, charge and spin): 74.3 kcal/mol
* orbital gap: 8.291 eV
* E_LUMO: 0.2 eV
* SMILES: Cc1cnccc1-c1nc(C)c2c(C)nc3c(F)cc(OCC4CC4)cc3n12
* F_max: 0.0918 hartree/bohr

=====

A structure of composition C22H21FeN2O3Si, computed with ωB97M-V/def2-TZVPD.

Geometry as XYZ:
```
50
Properties=species:S:1:pos:R:3:mulliken_charge:R:1
Fe 0.056 -0.257 -2.123 -0.1924
N 0.756 -2.152 -2.400 -0.5259
C 2.172 -2.132 -1.932 -0.1272
C 2.757 -0.721 -2.149 0.3921
O 3.931 -0.552 -2.427 -0.7117
N 1.817 0.222 -1.924 0.0707
C 2.028 1.634 -2.184 -0.6722
C 0.781 2.209 -2.870 0.6314
O 0.727 3.307 -3.351 -0.6349
O -0.279 1.378 -2.843 -0.7361
H 0.258 -2.971 -2.066 0.2526
H 0.761 -2.217 -3.417 0.3188
H 2.784 -2.885 -2.424 0.3807
H 2.155 -2.325 -0.862 0.0226
H 2.939 1.813 -2.754 0.4735
H 2.123 2.183 -1.239 0.2181
C 0.146 4.479 1.403 -0.4891
C 0.756 3.468 2.129 -0.6458
C 0.586 2.143 1.751 -0.2380
C -0.197 1.809 0.645 0.2885
C -0.814 2.841 -0.070 -0.3382
C -0.642 4.164 0.303 -0.6878
Si -0.436 0.037 0.112 1.6475
C 0.622 -1.149 1.117 0.4705
C 0.050 -2.269 1.724 -0.5626
C 0.825 -3.162 2.454 -0.6221
C 2.187 -2.945 2.593 -0.5891
C 2.774 -1.833 2.003 -0.7039
C 1.999 -0.947 1.271 -0.3008
C -2.253 -0.458 0.217 0.0459
C -2.886 -1.091 -0.851 -0.1691
C -4.230 -1.436 -0.803 -0.7975
C -4.969 -1.151 0.334 -0.4523
C -4.363 -0.520 1.413 -0.7074
C -3.022 -0.175 1.350 -0.0789
H 0.286 5.513 1.689 0.3827
H 1.369 3.708 2.989 0.4134
H 1.074 1.364 2.326 0.3951
H -1.415 2.612 -0.943 0.3789
H -1.110 4.949 -0.276 0.4070
H -1.014 -2.448 1.626 0.3627
H 0.363 -4.024 2.918 0.4107
H 2.791 -3.639 3.164 0.3896
H 3.837 -1.659 2.107 0.4357
H 2.473 -0.092 0.804 0.4298
H -2.327 -1.333 -1.756 0.1946
H -4.697 -1.920 -1.651 0.3954
H -6.018 -1.414 0.380 0.3824
H -4.940 -0.291 2.300 0.3980
H -2.568 0.335 2.194 0.3940
```

Values from the calculation:
* <S²>: 0.840
* orbital gap (alpha / beta): 8.150 / 8.350 eV
* multiplicity: 2
* E_LUMO (alpha / beta): -0.5 / -0.1 eV
* F_max: 0.0107 hartree/bohr

=====

A structure of composition C22H21HgN4O4, computed with ωB97M-V/def2-TZVPD.

Geometry as XYZ:
```
52
Properties=species:S:1:pos:R:3:mulliken_charge:R:1
Hg 0.053 0.592 0.366 1.4342
C 1.617 -2.456 1.103 -1.3156
N 0.434 -2.169 0.315 0.6860
C 0.458 -2.853 -0.957 -1.1939
C -0.798 -2.430 1.037 -1.2296
C -0.925 -1.591 2.290 1.5104
C -1.256 -2.194 3.499 -0.6925
C -1.407 -1.434 4.651 -0.4725
C -1.213 -0.062 4.582 -0.5292
C -0.868 0.533 3.372 -0.4760
C -0.714 -0.211 2.201 -0.7148
H 1.652 -3.522 1.402 0.2639
H 1.654 -1.821 1.985 0.3695
H 2.506 -2.217 0.522 0.3710
H 0.467 -3.956 -0.833 0.3008
H 1.355 -2.564 -1.507 0.3213
H -0.405 -2.555 -1.552 0.2845
H -0.895 -3.505 1.296 0.2496
H -1.621 -2.186 0.355 0.3696
H -1.389 -3.272 3.539 0.2910
H -1.659 -1.909 5.593 0.3362
H -1.318 0.549 5.474 0.3460
H -0.713 1.605 3.344 0.3687
O 1.244 2.328 -2.212 -0.8538
C 2.170 1.952 -1.470 -0.0274
N 1.996 1.153 -0.337 -0.0282
C 3.203 0.908 0.301 -0.2995
O 3.333 0.227 1.339 -0.8294
C 4.229 1.578 -0.474 0.2857
C 5.609 1.686 -0.299 -0.4264
C 6.349 2.425 -1.199 -0.4111
C 5.710 3.075 -2.298 -0.3925
C 4.346 2.975 -2.475 -0.3753
C 3.589 2.224 -1.573 -0.0090
H 6.084 1.191 0.542 0.3966
H 7.424 2.516 -1.073 0.3501
H 6.306 3.656 -2.995 0.3406
H 3.856 3.471 -3.307 0.3891
C -2.806 0.206 -4.540 -0.9655
N -2.586 0.975 -3.340 0.1848
C -3.087 2.240 -3.189 0.2369
C -2.861 2.952 -2.078 -1.0476
C -2.029 2.368 -1.019 0.6829
O -1.795 2.981 0.025 -0.7170
N -1.533 1.117 -1.236 -0.2349
C -1.781 0.396 -2.339 0.1184
O -1.373 -0.751 -2.534 -0.6929
H -3.403 0.805 -5.230 0.2876
H -3.332 -0.725 -4.319 0.2656
H -1.858 -0.055 -5.011 0.2897
H -3.669 2.615 -4.023 0.2293
H -3.241 3.954 -1.950 0.3744
```

Values from the calculation:
* <S²>: 0.767
* orbital gap (alpha / beta): 3.290 / 6.765 eV
* multiplicity: 2
* net charge: -2
* E_LUMO (alpha / beta): 4.8 / 4.8 eV
* F_max: 0.0132 hartree/bohr

=====

The molecule C22H21N3O4S, computed with ωB97M-V/def2-TZVPD.

Geometry as XYZ:
```
51
Properties=species:S:1:pos:R:3:mulliken_charge:R:1
N 4.364 2.066 -4.184 -0.5303
S 4.533 0.875 -2.998 1.2417
O 3.840 -0.294 -3.461 -0.6693
O 5.923 0.783 -2.662 -0.6577
C 3.624 1.618 -1.661 0.2922
C 4.231 2.572 -0.870 -0.6724
C 3.486 3.162 0.139 -0.8658
C 2.165 2.805 0.344 -0.5241
C 1.566 1.835 -0.458 0.5657
N 0.244 1.427 -0.301 -0.0290
C -0.647 1.797 0.663 0.0526
O -0.497 2.704 1.443 -0.6828
C -1.966 1.010 0.563 0.1635
C -2.803 1.229 1.838 -1.0366
C -4.091 0.466 1.747 0.1935
C -5.202 1.024 1.127 -0.2525
C -6.372 0.297 0.989 -0.5789
C -6.442 -1.003 1.463 -0.4304
C -5.340 -1.569 2.081 -0.7591
C -4.173 -0.838 2.222 -0.1627
N -1.714 -0.400 0.324 -0.0976
C -0.822 -1.066 1.124 0.1331
O -0.020 -0.473 1.817 -0.6258
C -0.886 -2.550 1.053 0.4319
C -0.400 -3.264 2.145 -0.4177
C -0.445 -4.645 2.156 -0.6383
C -0.964 -5.327 1.067 -0.3587
C -1.430 -4.624 -0.032 -0.8255
C -1.396 -3.242 -0.043 -0.1284
C 2.315 1.240 -1.474 -0.5984
H 5.251 2.482 -4.419 0.2634
H 3.899 1.710 -5.002 0.2714
H 5.265 2.821 -1.045 0.4472
H 3.938 3.907 0.776 0.3871
H 1.590 3.261 1.134 0.5162
H -0.019 0.638 -0.876 0.2118
H -2.515 1.395 -0.307 0.4163
H -2.982 2.298 1.947 0.5640
H -2.209 0.893 2.689 0.3347
H -5.151 2.038 0.757 0.4193
H -7.230 0.745 0.511 0.3843
H -7.354 -1.571 1.354 0.3830
H -5.389 -2.581 2.456 0.4091
H -3.318 -1.282 2.713 0.4346
H -2.510 -0.923 -0.009 0.4662
H 0.009 -2.712 2.978 0.4502
H -0.072 -5.190 3.009 0.3997
H -0.998 -6.406 1.071 0.3984
H -1.819 -5.157 -0.887 0.4036
H -1.741 -2.711 -0.919 0.4582
H 1.902 0.475 -2.114 0.4491
```

Values from the calculation:
* relative energy (zero: lowest compared OMol25 entry of this formula, charge and spin): 2.3 kcal/mol
* orbital gap: 9.108 eV
* E_LUMO: 0.4 eV
* SMILES: NS(=O)(=O)c1cccc(NC(=O)[C@H](Cc2ccccc2)NC(=O)c2ccccc2)c1
* F_max: 0.0169 hartree/bohr

=====

Question: What is the formula in the third record?
Answer: C22H21FeN2O3Si

=====

Question: Among the records above, which one has the highest F_max?
Answer: C22H21FN4O

=====

Question: F_max of number 3 (C22H21FeN2O3Si)?
Answer: 0.0107 hartree/bohr